(1)
Molecular formula: C28H57BrCl15N3O5PS
Method: DFT, the ωB97M-V functional and the def2-TZVPD basis

Positions of all 111 atoms, in Å:
C 3.576 2.634 4.889
O 4.303 3.089 3.765
C 3.672 2.812 2.536
C 4.147 1.511 1.926
C 4.144 1.541 0.414
C 4.498 0.189 -0.205
C 3.301 -0.536 -0.811
C 2.829 -1.669 0.082
C 1.684 -2.468 -0.527
C 0.501 -2.697 0.405
C -0.109 -1.362 0.786
C -1.486 -1.476 1.421
C -1.891 -0.187 2.220
P -1.505 -0.279 4.069
O -2.247 -1.620 4.491
Br 0.673 -0.820 4.084
C -3.359 0.212 2.043
S -4.604 -1.154 1.959
C -6.049 -0.508 2.741
O -4.183 -2.302 2.683
O -4.922 -1.399 0.601
N -3.436 0.925 0.751
Cl -4.402 2.363 0.986
C -2.086 1.166 0.463
N -1.667 1.482 -0.706
C -2.504 1.687 -1.880
C -2.042 2.874 -2.700
C -0.520 3.037 -2.682
C -2.662 4.144 -2.113
N -1.243 0.934 1.478
C -0.642 2.090 2.163
C -1.584 3.030 2.885
O -0.824 3.946 3.659
H 2.997 1.748 4.659
H 4.263 2.356 5.666
H 2.914 3.418 5.233
H 2.602 2.790 2.709
H 3.857 3.626 1.846
H 5.131 1.296 2.306
H 3.502 0.702 2.259
H 4.855 2.294 0.109
H 3.158 1.879 0.107
H 4.954 -0.425 0.560
H 5.261 0.357 -0.958
H 2.501 0.169 -0.994
H 3.611 -0.973 -1.752
H 2.577 -1.224 1.039
H 3.681 -2.303 0.259
H 1.313 -1.926 -1.389
H 2.066 -3.409 -0.882
H 0.796 -3.284 1.263
H -0.228 -3.210 -0.189
H 0.549 -0.885 1.494
H -0.120 -0.755 -0.104
H -1.561 -2.364 2.028
H -2.210 -1.574 0.618
H -2.148 -2.314 3.813
H -3.674 0.801 2.891
H -6.824 -0.360 2.013
H -6.382 -1.177 3.513
H -5.840 0.446 3.197
H -0.659 1.540 -0.786
H -2.437 0.786 -2.472
H -3.534 1.819 -1.610
H -2.356 2.787 -3.727
H -0.188 3.587 -3.544
H 0.013 2.095 -2.627
H -0.236 3.630 -1.823
H -2.077 5.003 -2.397
H -2.640 4.081 -1.033
H -3.670 4.252 -2.477
H 0.087 1.733 2.870
H -0.092 2.665 1.427
H -2.148 3.624 2.177
H -2.230 2.520 3.584
H 0.086 3.977 3.332
C -3.600 -3.466 -1.643
Cl -2.639 -2.410 -2.703
Cl -2.596 -4.674 -0.835
H -4.071 -2.848 -0.893
H -4.334 -3.990 -2.244
C 5.063 -3.111 -4.657
Cl 3.431 -3.477 -5.226
Cl 5.314 -3.539 -2.958
H 5.766 -3.674 -5.258
H 5.237 -2.048 -4.770
C 8.675 -1.423 -2.014
Cl 8.131 -1.897 -3.631
Cl 7.670 -0.173 -1.252
H 8.671 -2.295 -1.373
H 9.677 -1.031 -2.120
C 11.340 -1.993 -5.391
Cl 11.799 -1.683 -3.709
Cl 12.562 -2.939 -6.243
H 10.408 -2.543 -5.393
H 11.223 -1.042 -5.894
C -4.632 -6.677 -4.126
Cl -5.117 -7.123 -5.760
Cl -5.800 -5.578 -3.368
H -4.567 -7.574 -3.523
H -3.671 -6.179 -4.172
C -9.628 -2.435 3.043
Cl -9.776 -0.810 3.727
Cl -9.078 -2.387 1.363
H -8.908 -2.994 3.628
H -10.597 -2.915 3.077
C -5.064 6.868 0.136
Cl -4.300 7.577 -1.284
Cl -4.560 5.178 0.362
H -4.773 7.433 1.012
H -6.139 6.889 0.005

Results
Lowest unoccupied orbital energy: -4.1975 eV
HOMO-LUMO gap: 7.2774 eV
Total charge: +1
E_HOMO: -11.5 eV
DFT total energy: -322663.2180 eV
Molecular weight: 1190.5 g/mol

Here are the Löwdin charges for atoms 1 to 2, given in e: C -0.09; O -0.17

***

(2)
Molecular formula: C28H57NO29
Method: DFT, the ωB97M-V functional and the def2-TZVPD basis

Positions of all 115 atoms, in Å:
C -11.585 18.764 0.031
N -12.826 18.768 -0.762
O -13.730 18.075 -0.347
O -12.859 19.379 -1.818
H -10.807 19.170 -0.615
H -11.486 17.790 0.510
H -11.614 19.432 0.892
C 1.214 5.360 1.369
O 1.561 6.730 1.663
C 0.413 7.536 1.750
O -0.788 7.224 1.553
O 0.807 8.744 2.097
C -0.033 9.832 2.227
H 0.572 4.864 2.097
H 2.239 4.992 1.414
H 0.801 5.197 0.373
H 0.386 10.798 2.507
H -0.801 9.599 2.964
H -0.571 10.065 1.307
C -7.498 25.881 2.537
O -8.965 25.697 2.441
C -9.545 24.415 2.378
O -8.996 23.388 2.592
O -10.872 24.471 2.162
C -11.635 25.713 2.353
H -6.976 25.433 3.382
H -7.416 26.961 2.659
H -6.999 25.638 1.599
H -11.635 25.804 3.440
H -12.653 25.586 1.986
H -11.256 26.600 1.847
C -8.529 16.077 11.920
O -8.758 17.230 12.661
C -9.636 18.177 12.318
O -10.489 18.245 11.438
O -9.549 19.173 13.231
C -10.428 20.285 13.231
H -7.496 16.006 11.579
H -9.180 16.070 11.046
H -8.620 15.238 12.611
H -11.491 20.063 13.326
H -10.334 20.760 12.254
H -10.013 20.981 13.960
C -6.015 21.556 9.451
O -6.012 22.571 8.458
C -5.318 23.704 8.710
O -4.678 23.919 9.733
O -5.554 24.559 7.697
C -5.120 25.924 7.711
H -6.563 20.678 9.109
H -6.458 21.981 10.351
H -5.002 21.314 9.773
H -4.036 26.038 7.682
H -5.445 26.492 8.583
H -5.517 26.383 6.806
C -1.867 15.364 6.423
O -2.513 16.614 6.048
C -2.378 16.981 4.818
O -1.441 16.673 4.114
O -3.495 17.742 4.409
C -3.592 18.150 3.041
H -2.484 14.468 6.366
H -1.370 15.511 7.381
H -1.031 15.155 5.755
H -4.178 17.379 2.541
H -2.678 18.471 2.541
H -4.181 19.065 3.099
C -8.716 17.023 5.893
O -7.655 16.149 6.011
C -7.903 14.861 6.030
O -8.931 14.262 6.164
O -6.758 14.190 5.901
C -6.657 12.798 6.062
H -8.257 17.936 5.514
H -9.126 17.008 6.903
H -9.441 16.613 5.190
H -7.538 12.238 5.748
H -6.510 12.584 7.121
H -5.872 12.315 5.479
C -3.634 14.110 -0.113
O -2.785 13.915 -1.178
C -2.335 14.979 -1.917
O -2.515 16.147 -1.624
O -1.669 14.461 -2.886
C -1.089 15.324 -3.888
H -3.167 14.762 0.625
H -3.919 13.160 0.339
H -4.531 14.602 -0.488
H -1.776 16.079 -4.269
H -0.801 14.678 -4.717
H -0.178 15.792 -3.514
C -6.346 6.356 1.929
O -6.980 5.672 2.946
C -7.714 6.310 3.850
O -8.211 7.421 3.798
O -7.812 5.492 4.889
C -8.730 5.831 5.945
H -6.993 6.623 1.093
H -5.661 5.699 1.395
H -5.843 7.249 2.299
H -8.420 5.375 6.884
H -9.671 5.474 5.528
H -8.733 6.887 6.216
C -15.243 16.479 13.165
O -15.021 15.037 12.967
C -14.685 14.453 11.812
O -14.641 13.205 11.666
O -14.171 15.337 10.973
C -13.725 14.775 9.744
H -15.517 16.858 12.180
H -14.363 16.996 13.546
H -16.016 16.718 13.895
H -13.119 15.471 9.163
H -14.520 14.389 9.106
H -13.104 13.881 9.793

Results
SMILES string: C[N+](=O)[O-].COC(=O)OC.COC(=O)OC.COC(=O)OC.COC(=O)OC.COC(=O)OC.COC(=O)OC.COC(=O)OC.COC(=O)OC.COC(=O)OC
Energy above the lowest of the compared OMol25 structures with the same formula, charge and spin: 311.5 kJ/mol
Lowest unoccupied orbital energy: 0.1395 eV
HOMO-LUMO gap: 10.7029 eV
Total charge: 0
E_HOMO: -10.6 eV
DFT total energy: -90820.1304 eV
Molecular weight: 871.7 g/mol

Here are the Löwdin charges for atoms 1 to 2, given in e: C 0.03; N -0.45

***

(3)
Molecular formula: C28H57O18Zn
Method: DFT, the ωB97M-V functional and the def2-TZVPD basis

Positions of all 104 atoms, in Å:
Zn -0.920 0.127 -3.794
C -0.258 -0.414 -0.552
O -0.855 -0.392 -1.826
H -0.046 0.601 -0.217
H -0.868 -0.852 0.238
H 0.710 -0.912 -0.603
C 2.204 -3.405 -2.536
O 2.504 -3.922 -3.834
C 2.761 -5.207 -3.992
O 2.809 -5.992 -3.053
O 2.964 -5.469 -5.296
C 3.486 -6.731 -5.731
H 1.857 -2.372 -2.564
H 3.146 -3.402 -1.988
H 1.508 -3.955 -1.902
H 4.506 -6.814 -5.358
H 3.499 -6.846 -6.814
H 2.978 -7.629 -5.378
C -1.958 -0.282 3.483
O -1.939 1.071 3.964
C -2.592 1.351 5.104
O -3.257 0.554 5.782
O -2.315 2.602 5.401
C -2.724 3.191 6.685
H -1.584 -0.214 2.462
H -2.987 -0.640 3.446
H -1.358 -0.961 4.088
H -2.239 2.666 7.509
H -3.798 3.112 6.855
H -2.473 4.251 6.720
C 1.340 1.661 2.215
O 0.727 2.791 1.664
C 0.876 4.061 2.214
O 1.544 4.342 3.182
O 0.058 4.937 1.584
C -0.004 6.263 2.027
H 0.646 1.016 2.755
H 2.264 1.855 2.760
H 1.730 1.051 1.400
H -0.867 6.328 2.690
H -0.074 6.878 1.130
H 0.890 6.568 2.571
C 1.815 2.756 -1.398
O 2.870 3.340 -2.174
C 3.996 3.714 -1.602
O 4.280 3.592 -0.430
O 4.776 4.461 -2.536
C 6.037 4.997 -2.127
H 1.206 2.043 -1.955
H 1.079 3.498 -1.090
H 2.170 2.230 -0.512
H 5.935 5.430 -1.133
H 6.408 5.845 -2.703
H 6.787 4.205 -2.101
C 4.360 -0.017 -1.728
C 5.023 -1.049 -0.813
O 5.844 -1.874 -1.241
C 4.745 -0.937 0.654
H 4.828 0.961 -1.622
H 3.279 0.024 -1.587
H 4.557 -0.266 -2.770
H 3.836 -1.476 0.923
H 4.697 0.138 0.830
H 5.563 -1.327 1.259
C -2.946 4.723 -1.380
C -3.348 3.517 -0.511
O -4.530 3.158 -0.493
C -2.309 2.795 0.259
H -2.885 5.651 -0.811
H -3.616 4.837 -2.232
H -1.902 4.587 -1.663
H -1.861 3.424 1.029
H -1.492 2.461 -0.382
H -2.703 1.851 0.635
C 0.221 -4.539 0.920
C 1.312 -3.688 1.531
O 2.420 -3.580 0.995
C 1.026 -2.942 2.830
H 0.641 -5.207 0.168
H -0.628 -3.994 0.507
H -0.184 -5.168 1.713
H 0.392 -2.100 2.554
H 1.907 -2.516 3.310
H 0.466 -3.531 3.558
C -4.821 -1.285 -4.500
C -4.041 -0.441 -3.555
O -2.986 0.004 -3.879
C -4.670 -0.135 -2.203
H -4.832 -2.339 -4.222
H -4.368 -1.169 -5.484
H -5.863 -0.995 -4.634
H -5.304 0.691 -2.524
H -3.885 0.169 -1.510
H -5.235 -1.012 -1.886
C -3.484 -2.677 0.599
C -3.566 -3.374 1.928
O -2.613 -3.325 2.724
C -4.801 -4.221 2.277
H -4.424 -2.167 0.390
H -3.160 -3.317 -0.222
H -2.744 -1.880 0.532
H -4.645 -5.139 1.710
H -5.686 -3.648 2.002
H -4.834 -4.628 3.288

Results
Energy above the lowest of the compared OMol25 structures with the same formula, charge and spin: 0.0 kJ/mol
Lowest unoccupied orbital energy: -7.0904 eV
HOMO-LUMO gap: 4.0803 eV
Total charge: +1
E_HOMO: -11.2 eV
DFT total energy: -115221.8713 eV
Molecular weight: 747.1 g/mol

Here are the Löwdin charges for atoms 1 to 2, given in e: Zn 1.18; C -0.21

***

(4)
Molecular formula: C28H58AlCl20N4O2S
Method: DFT, the ωB97M-V functional and the def2-TZVPD basis

Positions of all 114 atoms, in Å:
C -3.581 2.974 -3.527
C -4.552 1.927 -2.754
S -3.670 0.338 -2.344
C -2.225 0.729 -1.205
Al -1.099 -0.951 -0.898
C -2.370 -2.317 0.033
C -3.532 -1.599 0.840
N -3.403 -0.638 1.729
C 0.544 -0.633 0.335
C 0.236 -1.321 1.745
C 1.375 -1.114 2.853
C 1.832 0.404 3.072
C 0.644 1.474 3.070
C 1.048 2.633 2.030
O 0.701 3.979 2.540
C 0.639 4.866 1.430
C -0.741 5.598 1.122
O 1.643 5.111 0.728
C -0.436 -1.879 -2.598
C -0.335 -0.946 -3.899
C 0.170 0.547 -3.622
C 0.956 1.169 -4.905
N 0.754 2.650 -4.892
C -0.043 3.127 -6.021
N -1.067 2.503 -6.549
N 0.316 4.466 -6.582
H -4.220 3.837 -3.955
H -2.816 3.451 -2.818
H -3.075 2.424 -4.400
H -5.054 2.413 -1.844
H -5.413 1.724 -3.494
H -2.719 1.033 -0.206
H -1.645 1.648 -1.553
H -2.861 -2.908 -0.830
H -1.814 -3.084 0.661
H -4.609 -1.980 0.651
H -4.351 -0.385 2.072
H 1.450 -1.162 -0.128
H 0.760 0.484 0.385
H 0.161 -2.455 1.560
H -0.747 -0.931 2.175
H 2.307 -1.677 2.466
H 1.095 -1.661 3.829
H 2.669 0.617 2.332
H 2.318 0.464 4.114
H -0.387 1.044 2.892
H 0.605 1.970 4.111
H 2.190 2.657 1.878
H 0.599 2.500 0.994
H -1.559 5.177 1.802
H -0.619 6.725 1.312
H -1.074 5.409 0.044
H 0.540 -2.435 -2.350
H -1.204 -2.705 -2.838
H 0.456 -1.423 -4.596
H -1.312 -0.970 -4.506
H 0.838 0.638 -2.694
H -0.781 1.193 -3.536
H 2.084 0.995 -4.765
H 0.571 0.658 -5.848
H 0.300 2.980 -4.032
H -1.476 3.039 -7.327
H -0.190 5.196 -6.046
H -0.032 4.568 -7.542
C 5.881 1.161 4.044
Cl 5.113 1.219 2.449
Cl 4.690 0.911 5.325
H 6.596 0.340 4.061
H 6.397 2.103 4.221
C -7.370 -0.656 0.093
Cl -6.316 0.588 0.770
Cl -6.435 -2.005 -0.567
H -8.024 -1.031 0.879
H -7.966 -0.216 -0.704
C -5.518 5.755 -0.948
Cl -4.565 4.541 -0.089
Cl -5.165 5.744 -2.682
H -6.576 5.542 -0.802
H -5.281 6.739 -0.546
C 6.525 4.506 1.626
Cl 7.259 4.017 3.161
Cl 7.430 5.827 0.878
H 6.520 3.653 0.950
H 5.505 4.836 1.812
C 6.289 -1.536 0.579
Cl 7.701 -1.785 1.616
Cl 5.322 -3.009 0.451
H 5.674 -0.746 1.005
H 6.626 -1.247 -0.415
C -7.788 2.236 4.265
Cl -7.762 3.006 2.675
Cl -7.974 0.483 4.127
H -6.851 2.452 4.777
H -8.623 2.635 4.838
C 5.116 -6.050 2.366
Cl 4.352 -5.999 0.775
Cl 3.920 -6.296 3.644
H 5.831 -6.870 2.389
H 5.631 -5.106 2.540
C 5.643 -9.765 -0.127
Cl 6.740 -8.520 0.482
Cl 6.536 -11.119 -0.828
H 5.033 -10.132 0.697
H 5.004 -9.328 -0.892
C -2.925 3.224 4.620
Cl -4.583 3.846 4.596
Cl -2.825 1.633 3.861
H -2.281 3.915 4.078
H -2.593 3.145 5.654
C 3.139 -13.022 -2.391
Cl 2.134 -13.937 -1.262
Cl 3.083 -11.291 -2.040
H 4.169 -13.365 -2.307
H 2.775 -13.188 -3.403

Results
Lowest unoccupied orbital energy: 1.7061 eV
HOMO-LUMO gap: 6.5054 eV
Total charge: -1
E_HOMO: -4.8 eV
DFT total energy: -307910.3443 eV
Molecular weight: 1250.9 g/mol

Here are the Löwdin charges for atoms 1 to 2, given in e: C -0.23; C -0.57

***

Question: Which formula does entry 4 have?
Answer: C28H58AlCl20N4O2S

***

Question: Which of these has the highest molecular weight?
Answer: C28H58AlCl20N4O2S

***

Question: Among the records above, which one has the lowest HOMO-LUMO gap?
Answer: C28H57O18Zn